(1)
{"formula": "C24H53N5NiO6", "method": "ωB97M-V/def2-TZVPD", "total_charge": 0, "total_energy_ev": -86515.7196, "s2": 2.008, "e_homo_ev": [-4.896, -4.792], "multiplicity": 3, "symbols": ["Ni", "C", "C", "C", "C", "C", "C", "N", "O", "C", "C", "C", "H", "H", "H", "H", "H", "H", "H", "H", "H", "H", "H", "H", "H", "H", "H", "H", "H", "H", "C", "C", "C", "O", "H", "H", "H", "H", "H", "H", "H", "C", "O", "N", "C", "C", "H", "H", "H", "H", "H", "H", "H", "C", "O", "N", "C", "C", "H", "H", "H", "H", "H", "H", "H", "C", "O", "N", "C", "C", "H", "H", "H", "H", "H", "H", "H", "C", "O", "N", "C", "C", "H", "H", "H", "H", "H", "H", "H"], "positions_angstrom": [[0.210, 1.197, 0.286], [-4.540, -2.962, 0.036], [-3.973, -2.949, -1.436], [-5.018, -3.712, -2.361], [-4.992, -3.254, -3.822], [-5.228, -1.715, -3.868], [-4.197, -0.889, -3.152], [-3.874, -1.504, -1.824], [-3.145, -0.650, -0.879], [-4.890, 0.529, -3.102], [-2.918, -0.742, -4.022], [-2.554, -3.636, -1.604], [-3.829, -2.628, 0.791], [-4.883, -3.978, 0.233], [-5.373, -2.272, -0.103], [-6.053, -3.528, -2.071], [-4.921, -4.798, -2.330], [-5.702, -3.835, -4.410], [-4.004, -3.477, -4.225], [-6.196, -1.559, -3.390], [-5.308, -1.290, -4.868], [-5.627, 0.632, -2.305], [-5.400, 0.805, -4.024], [-4.173, 1.333, -2.939], [-2.403, -1.701, -4.079], [-2.256, -0.006, -3.564], [-3.240, -0.277, -4.954], [-1.723, -3.109, -1.136], [-2.267, -3.786, -2.645], [-2.543, -4.649, -1.202], [-0.463, 6.551, -2.394], [0.497, 5.362, -2.538], [1.963, 5.780, -2.736], [0.322, 4.398, -1.588], [-0.230, 7.161, -3.268], [-0.315, 7.216, -1.544], [-1.505, 6.231, -2.420], [0.184, 4.950, -3.498], [1.994, 6.664, -3.373], [2.513, 4.935, -3.151], [2.560, 6.150, -1.903], [-1.158, 3.063, 4.747], [-1.072, 2.502, 3.677], [-2.080, 2.763, 5.653], [-2.078, 3.470, 6.914], [-3.128, 1.793, 5.490], [-0.520, 3.920, 5.014], [-1.375, 4.302, 6.909], [-1.867, 2.799, 7.747], [-3.048, 3.893, 7.176], [-3.285, 1.463, 4.463], [-3.057, 0.906, 6.119], [-4.068, 2.282, 5.744], [0.901, -2.760, 3.331], [1.304, -1.948, 2.500], [1.646, -3.620, 4.035], [0.977, -4.748, 4.613], [3.108, -3.689, 3.798], [-0.162, -3.001, 3.483], [1.380, -4.826, 5.623], [1.175, -5.692, 4.106], [-0.087, -4.582, 4.784], [3.680, -2.797, 3.542], [3.650, -4.081, 4.659], [3.344, -4.359, 2.971], [4.768, 3.226, 1.472], [4.021, 2.275, 1.353], [6.086, 3.189, 1.680], [6.773, 1.881, 1.816], [6.966, 4.350, 1.958], [4.476, 4.277, 1.323], [6.227, 0.940, 1.753], [7.119, 1.833, 2.848], [7.688, 1.923, 1.225], [6.595, 5.277, 2.394], [7.749, 4.043, 2.651], [7.446, 4.744, 1.063], [2.559, -1.521, -3.255], [2.180, -0.916, -2.227], [3.591, -2.374, -3.192], [3.741, -3.409, -4.199], [4.281, -2.675, -1.904], [2.103, -1.611, -4.253], [4.782, -3.724, -4.272], [3.460, -3.041, -5.186], [3.184, -4.317, -3.968], [4.391, -1.824, -1.232], [3.867, -3.539, -1.383], [5.267, -3.049, -2.182]]}

(2)
{"formula": "CH6OS2", "method": "ωB97M-V/def2-TZVPD", "total_charge": 0, "total_energy_ev": -24852.0374, "e_homo_ev": -9.190, "smiles": "CSS.O", "symbols": ["C", "S", "S", "H", "H", "H", "H", "H", "H", "O"], "positions_angstrom": [[0.500, 1.422, -0.572], [0.663, -0.326, -0.992], [-0.994, -1.074, -1.998], [0.412, 2.018, -1.498], [1.437, 1.614, -0.061], [-0.278, 1.705, 0.140], [-2.013, -1.114, -1.095], [-0.683, -1.345, 2.232], [0.727, -1.203, 1.593], [0.229, -1.697, 2.252]]}

(3)
{"formula": "C20H19F3N2O3S", "method": "ωB97M-V/def2-TZVPD", "total_charge": 0, "total_energy_ev": -49155.7922, "e_homo_ev": -9.162, "symbols": ["O", "O", "O", "F", "F", "F", "C", "C", "C", "C", "C", "C", "C", "C", "C", "C", "C", "C", "C", "C", "N", "N", "S", "C", "C", "C", "C", "C", "C", "H", "H", "H", "H", "H", "H", "H", "H", "H", "H", "H", "H", "H", "H", "H", "H", "H", "H", "H"], "positions_angstrom": [[2.250, 1.432, 1.200], [2.051, 0.032, -2.288], [-5.844, 3.850, -1.280], [-5.065, 2.124, -3.767], [-4.939, 4.251, -4.558], [-3.181, 3.108, -3.993], [1.758, 0.488, 0.604], [2.683, -0.460, -1.371], [2.284, -0.944, 4.764], [1.942, -2.138, 4.033], [3.327, -0.184, 4.355], [-3.668, 2.340, -0.292], [-1.896, 3.821, -0.910], [-2.759, 1.518, 0.382], [-1.033, 3.180, -0.011], [2.702, -2.438, 2.863], [4.088, -0.456, 3.277], [-3.180, 3.396, -1.051], [-1.392, 1.906, 0.534], [3.691, -1.549, 2.449], [0.384, 0.202, 0.800], [2.535, -0.506, -0.011], [-4.592, 4.209, -2.040], [-0.179, -1.061, 0.375], [-0.485, 1.182, 1.482], [-4.470, 3.300, -3.634], [4.132, -0.738, -1.359], [4.406, -1.760, 1.166], [3.982, -0.575, 0.221], [1.783, -0.511, 5.582], [1.285, -2.851, 4.379], [3.649, 0.742, 4.891], [-4.626, 2.060, -0.396], [-1.584, 4.720, -1.481], [-3.186, 0.554, 0.925], [-0.059, 3.665, 0.116], [2.340, -3.290, 2.320], [4.912, 0.142, 2.963], [-1.137, -1.351, 0.935], [0.445, -1.899, 0.677], [-0.296, -1.079, -0.744], [-1.006, 0.648, 2.311], [0.078, 2.054, 1.892], [4.476, -1.736, -1.738], [4.757, 0.042, -1.744], [5.518, -1.629, 1.237], [4.125, -2.792, 0.714], [4.393, 0.380, 0.621]]}

(4)
{"formula": "C16H15N3O", "method": "ωB97M-V/def2-TZVPD", "total_charge": 0, "total_energy_ev": -23353.6369, "e_homo_ev": -8.833, "smiles": "Cc1ccccc1NC(=O)[C@H](C#N)Cc1cccnc1", "symbols": ["C", "C", "C", "C", "C", "C", "C", "N", "C", "O", "C", "C", "N", "H", "C", "C", "C", "C", "C", "N", "C", "H", "H", "H", "H", "H", "H", "H", "H", "H", "H", "H", "H", "H", "H"], "positions_angstrom": [[-0.323, 0.267, 3.625], [-0.730, 1.298, 2.612], [-0.984, 2.604, 3.003], [-1.366, 3.570, 2.088], [-1.500, 3.235, 0.753], [-1.250, 1.941, 0.334], [-0.869, 0.973, 1.256], [-0.578, -0.344, 0.857], [-0.930, -0.968, -0.291], [-1.583, -0.501, -1.192], [-0.340, -2.394, -0.384], [-0.507, -3.099, 0.856], [-0.617, -3.608, 1.876], [-0.876, -2.918, -1.183], [1.162, -2.288, -0.750], [1.320, -1.461, -1.993], [1.539, -0.090, -1.931], [1.619, 0.634, -3.108], [1.477, -0.045, -4.309], [1.277, -1.349, -4.381], [1.196, -2.032, -3.256], [1.028, -3.096, -3.367], [1.527, 0.474, -5.256], [1.782, 1.700, -3.092], [1.644, 0.406, -0.975], [1.706, -1.828, 0.079], [1.558, -3.293, -0.909], [-0.133, -0.907, 1.569], [-1.357, 1.673, -0.703], [-1.798, 3.979, 0.031], [-1.560, 4.579, 2.419], [-0.883, 2.867, 4.046], [-0.354, 0.695, 4.624], [0.696, -0.083, 3.446], [-0.992, -0.593, 3.605]]}